Record 1
{"formula": "C19H38BrFNO2S", "method": "ωB97M-V/def2-TZVPD", "symbols": ["C", "C", "C", "C", "C", "C", "C", "C", "C", "C", "C", "S", "C", "C", "O", "Br", "C", "C", "C", "F", "H", "H", "H", "H", "H", "H", "H", "H", "H", "H", "H", "H", "H", "H", "H", "H", "H", "H", "H", "H", "H", "H", "H", "H", "H", "H", "H", "H", "H", "H", "H", "C", "C", "O", "N", "C", "H", "H", "H", "H", "H", "H", "H"], "positions_angstrom": [[-2.6360, -4.6269, 1.8948], [-3.8921, -3.8180, 2.2968], [-4.8737, -3.6341, 1.1387], [-5.8096, -2.4242, 1.2283], [-5.1848, -1.0442, 1.4674], [-4.7319, -0.2659, 0.2149], [-3.2236, -0.2611, -0.0341], [-2.6871, -1.5946, -0.5823], [-1.3779, -1.4932, -1.3715], [-0.3411, -0.6470, -0.6215], [1.0786, -0.9408, -1.1099], [2.2402, -0.4876, 0.2020], [2.6055, 1.2453, -0.1565], [2.6755, 2.1286, 1.0780], [3.3957, 3.0764, 1.0907], [1.4204, 1.7637, 2.4769], [3.7793, -1.3904, -0.1276], [4.3122, -2.1006, 1.1494], [5.6915, -1.6101, 1.5432], [3.4323, -1.8607, 2.2077], [-2.7743, -5.1342, 0.9410], [-1.7658, -3.9750, 1.7855], [-2.3723, -5.3572, 2.6571], [-3.5564, -2.8602, 2.6912], [-4.3693, -4.3478, 3.1197], [-4.3383, -3.6535, 0.1884], [-5.5122, -4.5218, 1.1190], [-6.3479, -2.3668, 0.2776], [-6.5739, -2.6218, 1.9811], [-4.3557, -1.0803, 2.1752], [-5.9545, -0.4398, 1.9495], [-5.2667, -0.5949, -0.6775], [-5.0159, 0.7778, 0.3699], [-2.9824, 0.5316, -0.7482], [-2.7240, -0.0405, 0.9111], [-3.4630, -2.0630, -1.1886], [-2.5124, -2.2770, 0.2547], [-1.5861, -1.0745, -2.3571], [-0.9877, -2.5052, -1.5008], [-0.4171, -0.8910, 0.4407], [-0.5854, 0.4063, -0.7488], [1.2222, -2.0020, -1.3075], [1.3128, -0.3667, -2.0059], [1.7706, 1.6104, -0.7595], [3.5281, 1.3303, -0.7235], [4.5048, -0.6776, -0.5116], [3.5460, -2.1059, -0.9132], [4.2989, -3.1770, 0.9867], [6.3073, -1.4587, 0.6597], [6.1691, -2.3356, 2.1971], [5.5872, -0.6780, 2.0978], [3.0675, 5.5249, -0.8993], [2.7671, 5.2011, -2.3417], [2.2010, 4.1531, -2.6393], [3.1494, 6.0822, -3.2913], [3.8259, 7.3547, -3.1143], [2.6744, 4.7106, -0.3135], [4.1414, 5.6022, -0.7267], [2.5885, 6.4504, -0.5784], [2.9182, 5.7934, -4.2290], [3.2158, 8.1672, -3.5096], [4.7810, 7.3533, -3.6405], [4.0107, 7.5420, -2.0623]], "e_lumo_ev": -3.0, "gap_ev": 8.73, "total_charge": 1}

Record 2
{"formula": "C3H3NO", "method": "ωB97M-V/def2-TZVPD", "symbols": ["N", "C", "C", "C", "O", "H", "H", "H"], "positions_angstrom": [[2.2594, 0.4005, 0.1105], [1.5172, -0.0712, 0.8936], [0.2770, 0.1864, 0.0636], [-1.0152, -0.4280, -0.0809], [-0.8341, 0.8612, 0.5413], [0.6275, 0.5816, -0.8949], [-1.3910, -0.3892, -1.1046], [-1.3773, -1.2030, 0.5725]], "e_lumo_ev": -0.4, "e_above_lowest_kj_mol": 381.4, "gap_ev": 10.36, "total_charge": 0}

Record 3
{"formula": "CH4N3S2", "method": "ωB97M-V/def2-TZVPD", "symbols": ["C", "N", "N", "N", "S", "S", "H", "H", "H", "H"], "positions_angstrom": [[0.0519, -0.4286, 0.0642], [1.2537, -0.1866, -0.0761], [-0.7278, -1.4293, -0.0271], [-0.8111, 1.8041, -0.0892], [2.8464, -0.8798, -0.0316], [2.3220, 1.1883, -0.0258], [-0.4301, -2.2315, 0.5659], [-1.6140, -1.3185, -0.5153], [-1.5967, 1.4977, -0.6720], [-1.2943, 1.9841, 0.8070]], "e_lumo_ev": [-6.4, -6.4], "e_above_lowest_kj_mol": 469.0, "gap_ev": [7.49, 7.49], "total_charge": 1}

Record 4
{"formula": "C24H22Cl2N5O4S3Tl", "method": "ωB97M-V/def2-TZVPD", "symbols": ["Tl", "Cl", "C", "C", "C", "N", "C", "O", "C", "C", "C", "C", "C", "N", "C", "C", "C", "Cl", "N", "C", "O", "C", "C", "C", "C", "C", "N", "H", "H", "H", "H", "H", "H", "H", "H", "H", "H", "C", "C", "S", "C", "C", "S", "C", "C", "S", "H", "H", "H", "H", "H", "H", "H", "H", "H", "H", "H", "H", "O", "N", "O"], "positions_angstrom": [[1.3260, 0.1488, 0.7978], [1.2486, -7.2116, -0.5255], [1.6203, -5.6858, 0.2491], [0.8701, -4.5680, -0.0851], [1.1070, -3.3285, 0.5136], [0.2985, -2.2345, 0.3281], [-0.6412, -2.1145, -0.5928], [-0.8214, -2.7249, -1.6665], [-1.6834, -1.0798, -0.1745], [-2.9725, -1.1799, -0.6799], [-3.9563, -0.3387, -0.1850], [-3.6154, 0.5930, 0.7804], [-2.2893, 0.6642, 1.1887], [-1.3514, -0.1559, 0.7330], [2.1625, -3.2141, 1.4795], [2.9129, -4.3561, 1.7765], [2.6410, -5.5779, 1.1742], [3.6316, -6.9614, 1.5932], [2.3175, -1.9802, 2.0807], [3.1814, -1.7628, 3.0603], [4.0862, -2.4945, 3.5135], [3.0309, -0.4036, 3.7470], [4.0432, 0.0235, 4.6015], [3.9174, 1.2445, 5.2398], [2.7730, 1.9986, 5.0275], [1.8098, 1.4981, 4.1660], [1.9338, 0.3299, 3.5373], [0.0840, -4.6486, -0.8221], [-3.1726, -1.9235, -1.4392], [-4.9718, -0.4048, -0.5593], [-4.3444, 1.2800, 1.1904], [-1.9590, 1.4285, 1.8852], [3.7132, -4.2745, 2.4951], [4.8973, -0.6245, 4.7399], [4.7060, 1.6106, 5.8881], [2.6398, 2.9692, 5.4869], [0.9165, 2.0695, 3.9437], [-3.0848, 2.7349, -3.9202], [-3.1017, 3.3842, -2.5320], [-2.0169, 2.6716, -1.2771], [-0.3890, 3.2330, -1.8117], [0.2637, 2.4249, -2.9373], [0.3625, 0.6427, -2.5631], [-0.5201, -0.2275, -3.9093], [-1.6054, 0.4465, -4.7320], [-3.1704, 0.9143, -3.9253], [-2.1860, 3.0228, -4.4631], [-3.9435, 3.0879, -4.4958], [-4.1005, 3.3035, -2.0994], [-2.8710, 4.4487, -2.6304], [0.2047, 3.1706, -0.8945], [-0.4575, 4.2870, -2.0954], [1.2902, 2.7721, -3.0714], [-0.2564, 2.5514, -3.8845], [-0.8929, -1.1227, -3.4045], [0.2405, -0.5515, -4.6250], [-1.8886, -0.2670, -5.5086], [-1.2306, 1.3323, -5.2451], [-0.6621, 4.6940, 2.0114], [-0.4775, 3.4747, 2.1330], [0.4036, 2.9619, 1.3942]], "e_lumo_ev": 3.8, "e_above_lowest_kj_mol": 112.2, "gap_ev": 5.37, "total_charge": -2}

Record 5
{"formula": "C7H13N2", "method": "ωB97M-V/def2-TZVPD", "symbols": ["C", "C", "C", "C", "C", "C", "C", "N", "N", "H", "H", "H", "H", "H", "H", "H", "H", "H", "H", "H", "H", "H"], "positions_angstrom": [[2.2230, -0.1004, 0.0061], [-0.0478, 0.2325, 0.7780], [0.7887, 1.2966, 0.1989], [3.2577, -1.1255, -0.3577], [-2.0191, 0.7171, -0.9672], [-2.2782, -1.1372, 0.5185], [-1.5688, 0.2410, 0.4722], [0.8521, -0.1969, -0.3049], [2.1985, 1.0564, 0.6674], [0.1663, -0.1867, 1.7210], [-1.1404, 2.6201, -1.2145], [3.3693, -0.7528, -1.4587], [2.9240, -2.2588, -0.3562], [4.1773, -1.0450, 0.1615], [-3.0937, 0.7423, -0.9768], [-1.5448, 0.1452, -1.8312], [-1.6776, 1.8132, -0.9647], [-3.2078, -1.1843, 1.0988], [-1.7130, -1.9085, 1.0847], [-2.5574, -1.4901, -0.4262], [-2.0140, 0.7455, 1.2289], [2.9055, 1.7762, 0.9221]], "e_lumo_ev": [-5.2, -6.7], "e_above_lowest_kj_mol": 951.2, "gap_ev": [8.36, 5.42], "total_charge": 1}

Record 6
{"formula": "C4H15N2O2", "method": "ωB97M-V/def2-TZVPD", "symbols": ["N", "C", "C", "C", "O", "C", "N", "H", "H", "H", "H", "H", "H", "H", "H", "H", "H", "H", "H", "H", "H", "H", "O"], "positions_angstrom": [[-1.0497, 1.4528, 0.2097], [0.3891, 0.9825, 0.1221], [0.4165, -0.2863, -0.7096], [0.0164, -0.0403, -2.1495], [-0.4789, -1.1553, -0.0459], [0.9307, 0.8162, 1.5668], [0.3196, 1.7880, 2.4552], [-1.3097, 2.2291, -0.3887], [-1.6569, 0.6480, 0.0160], [-1.2196, 1.6897, 1.1996], [0.9308, 1.8116, -0.3229], [1.4512, -0.6262, -0.7303], [-0.7981, 0.6756, -2.3384], [0.8483, 0.3467, -2.7355], [-0.2825, -0.9354, -2.6853], [-0.3172, -2.0737, -0.3556], [1.9954, 0.9989, 1.4526], [0.8083, -0.1993, 1.9374], [0.9158, 2.5972, 2.6119], [0.0560, 1.3809, 3.3394], [0.0475, -4.4278, -0.7908], [-1.4425, -3.9723, -0.6782], [-0.5705, -3.7006, -0.9799]], "e_lumo_ev": -2.8, "e_above_lowest_kj_mol": 45.9, "gap_ev": 11.16, "total_charge": 1}

Record 7
{"formula": "C24H31F24N4O7", "method": "ωB97M-V/def2-TZVPD", "symbols": ["C", "C", "O", "O", "C", "O", "C", "N", "N", "C", "N", "N", "C", "C", "C", "C", "O", "H", "H", "H", "H", "H", "H", "H", "H", "H", "H", "H", "H", "H", "H", "H", "H", "H", "H", "H", "C", "C", "C", "F", "F", "F", "F", "O", "C", "C", "F", "F", "F", "F", "H", "H", "H", "H", "C", "C", "C", "F", "F", "F", "F", "O", "C", "C", "F", "F", "F", "F", "H", "H", "H", "H", "C", "C", "C", "F", "F", "F", "F", "O", "C", "C", "F", "F", "F", "F", "H", "H", "H", "H"], "positions_angstrom": [[-1.1701, 0.7804, 1.8422], [-2.7636, 0.7838, 1.3354], [-3.3788, 1.9888, 1.4416], [-3.4435, -0.4212, 0.8331], [-3.8990, -0.2601, -0.5570], [-4.6877, 0.7483, -1.0058], [-3.4257, -1.3663, -1.7175], [-2.1684, -0.8432, -2.3737], [-1.6621, 0.2616, -1.6796], [-1.0852, -1.8933, -2.5010], [-0.6032, -2.7409, -1.3447], [-0.4834, -2.0322, -3.7301], [0.6418, -2.9778, -4.0846], [1.9560, -2.0387, -4.5191], [3.0954, -1.9582, -3.3321], [4.4673, -2.7567, -3.8165], [4.6434, -4.0472, -3.0916], [-0.5749, -0.1602, 1.4541], [-1.0866, 0.8424, 3.0131], [-0.6728, 1.7787, 1.4194], [-3.3589, -2.4604, -1.3082], [-4.3075, -1.3648, -2.5158], [-1.0394, -0.0699, -0.8907], [-1.0000, 0.7115, -2.3771], [-1.3391, -2.9124, -0.6254], [0.2803, -2.3638, -0.9339], [-0.8250, -1.4000, -4.5157], [1.0226, -3.6546, -3.2101], [0.3302, -3.7107, -4.9645], [2.3988, -2.4666, -5.5185], [1.5616, -0.9431, -4.6794], [2.7205, -2.3070, -2.2775], [3.4158, -0.8225, -3.2223], [5.4474, -2.1282, -3.5933], [4.4601, -2.9358, -4.9822], [4.5172, -3.8769, -2.1018], [-8.3027, -2.6733, -4.9113], [-6.8853, -2.4084, -4.3809], [-6.3194, -1.0331, -4.7156], [-6.2172, -0.8223, -6.0473], [-5.0598, -0.9008, -4.2167], [-6.0589, -3.4032, -4.8016], [-6.9371, -2.5259, -3.0155], [-8.3912, -3.3966, -6.1428], [-8.2468, -2.6108, -7.3247], [-6.9905, -2.9673, -8.1290], [-5.8611, -2.8220, -7.3923], [-6.8537, -2.1538, -9.2099], [-8.3103, -1.2983, -6.9958], [-9.3561, -2.8609, -8.0725], [-8.7898, -3.3290, -4.1789], [-8.9227, -1.7691, -4.9220], [-6.9291, -0.2358, -4.2814], [-7.0320, -4.0017, -8.4809], [2.7738, 6.1357, 3.9979], [1.9671, 5.5109, 5.1464], [2.1965, 4.0187, 5.3568], [1.8546, 3.2820, 4.2758], [1.4299, 3.5578, 6.3830], [0.6483, 5.7923, 4.9693], [2.3311, 6.1633, 6.2965], [2.0889, 6.2783, 2.7496], [2.0771, 5.1158, 1.9227], [0.6694, 4.5424, 1.7186], [0.0794, 4.2208, 2.8968], [0.7079, 3.4003, 0.9817], [2.9516, 4.2086, 2.4197], [2.5899, 5.5093, 0.7250], [2.9972, 7.1661, 4.3011], [3.7581, 5.6690, 3.8738], [3.2400, 3.8083, 5.6074], [0.0252, 5.2610, 1.2047], [4.5322, -1.0596, 5.9380], [4.0371, 0.3573, 5.6101], [4.9340, 1.1501, 4.6662], [6.1752, 1.3428, 5.1668], [4.4196, 2.3917, 4.4493], [3.8151, 1.0315, 6.7702], [2.8066, 0.2278, 5.0186], [5.2512, -1.2089, 7.1661], [6.6402, -0.8891, 7.1038], [7.0117, 0.3278, 7.9601], [6.3138, 1.4326, 7.5973], [8.3279, 0.6400, 7.8223], [7.0073, -0.7561, 5.8068], [7.2938, -1.9905, 7.5643], [3.6356, -1.6769, 6.0748], [5.0579, -1.5258, 5.0964], [5.0219, 0.6575, 3.6938], [6.8131, 0.1366, 9.0182]], "e_lumo_ev": -4.6, "e_above_lowest_kj_mol": 744.1, "gap_ev": 8.19, "total_charge": 1}

Record 8
{"formula": "C6H9P", "method": "ωB97M-V/def2-TZVPD", "symbols": ["C", "P", "C", "C", "C", "C", "C", "H", "H", "H", "H", "H", "H", "H", "H", "H"], "positions_angstrom": [[-2.6680, -1.4440, 0.3603], [-2.8580, 0.1308, -0.1162], [-1.3906, 1.1327, 0.0840], [-0.0304, 0.6242, 0.0838], [1.0964, 1.4971, 0.1160], [0.1676, -0.7006, -0.0439], [1.5054, -1.2835, -0.1792], [-3.2274, -2.1748, -0.2396], [-1.5755, 2.1657, 0.0851], [0.7933, 2.5815, -0.1722], [1.9628, 1.2583, -0.5105], [1.5238, 1.7427, 1.1200], [-0.8185, -1.3395, -0.0140], [2.0379, -0.6288, -0.8309], [1.5772, -2.3579, -0.6070], [1.9040, -1.2037, 0.8642]], "e_lumo_ev": [-1.2, -0.9], "e_above_lowest_kj_mol": 467.1, "gap_ev": [6.85, 6.95], "total_charge": 0}

Record 9
{"formula": "C4H12NO2PSiZn", "method": "ωB97M-V/def2-TZVPD", "symbols": ["C", "C", "O", "O", "C", "C", "Si", "P", "N", "H", "H", "H", "H", "H", "H", "H", "H", "H", "H", "H", "H", "Zn"], "positions_angstrom": [[-0.9709, 1.4587, -2.0904], [-1.5640, -0.0291, -1.6608], [-2.4781, -0.6147, -2.4808], [-1.1034, -0.7420, -0.4595], [-1.0880, 0.1172, 0.7339], [-0.4347, -0.6691, 2.0566], [1.4840, -0.7785, 1.9500], [2.3334, -0.4409, -0.0454], [2.7375, 1.1404, -0.2949], [-1.4569, 2.2203, -1.3098], [-1.2758, 1.8003, -3.1672], [0.1931, 1.4649, -1.8890], [-0.4723, 1.1066, 0.6296], [-2.2245, 0.3207, 1.0155], [-0.9825, -1.6922, 2.2602], [-0.6936, 0.0448, 2.9778], [2.0616, 0.2684, 2.8292], [1.9081, -2.0602, 2.5572], [3.5341, -1.2455, -0.1371], [1.4175, -0.7888, -1.1330], [2.4561, 1.6686, 0.5824], [-3.3807, -2.5501, -2.9244]], "e_lumo_ev": -12.7, "gap_ev": 2.04, "total_charge": 2}

Record 10
{"formula": "C6H14O2", "method": "ωB97M-V/def2-TZVPD", "symbols": ["C", "C", "C", "C", "C", "C", "O", "H", "H", "H", "H", "H", "H", "H", "H", "H", "H", "H", "H", "O", "H", "H"], "positions_angstrom": [[-1.9534, 0.7119, 2.1916], [-0.4910, 0.5443, 1.9374], [0.0578, 0.5233, 0.7324], [1.3833, 0.2153, 0.1827], [1.3533, -0.6241, -1.0826], [1.0375, 0.2226, -2.3372], [2.0642, 1.2020, -2.6095], [-2.2292, 0.9168, 3.2236], [-2.3610, 1.4725, 1.5188], [-2.5296, -0.1705, 1.9104], [0.1030, 0.3790, 2.8388], [-0.6600, 0.7818, -0.0581], [1.9151, 1.1635, 0.0183], [2.0138, -0.3155, 0.9126], [2.3243, -1.1005, -1.2299], [0.5487, -1.3634, -1.0977], [1.0199, -0.4702, -3.1837], [0.1349, 0.8196, -2.2573], [2.8958, 0.7086, -2.5881], [-2.1338, -1.6427, 0.0429], [-3.0036, -1.9267, 0.3463], [-1.4901, -2.0475, 0.5884]], "e_lumo_ev": 0.8, "e_above_lowest_kj_mol": 169.4, "gap_ev": 9.73, "total_charge": 0}

Record 11
{"formula": "C4H7N3O2", "method": "ωB97M-V/def2-TZVPD", "symbols": ["C", "C", "C", "C", "N", "N", "N", "O", "O", "H", "H", "H", "H", "H", "H", "H"], "positions_angstrom": [[-3.4000, -0.8208, 1.4076], [1.8868, -0.8596, -0.5774], [-0.5042, -0.9497, -0.2996], [0.6326, 1.0753, 0.2000], [-3.6456, 0.2966, 1.2744], [0.7226, -0.3009, -0.2985], [-0.5590, -2.2764, -0.5047], [-1.7383, -2.6847, -0.4053], [0.4169, -3.0226, -0.6894], [-3.0257, -1.7668, 1.4461], [2.0269, -1.9521, -0.8163], [2.8710, -0.3424, -0.5836], [-1.3746, -0.4188, -0.0049], [0.1969, 1.0350, 1.2160], [1.5737, 1.6595, 0.1580], [-0.2528, 1.5437, -0.3594]], "e_lumo_ev": [-0.4, -0.4], "e_above_lowest_kj_mol": 647.3, "gap_ev": [8.11, 8.10], "total_charge": 0}

Number 1: total energy -109493.1578 eV. Number 2: total energy -6692.5389 eV. Number 3: total energy -27229.5362 eV. Number 4: total energy -103130.5693 eV. Number 5: total energy -10434.3392 eV. Number 6: total energy -11460.7819 eV. Number 7: total energy -110887.5952 eV. Number 8: total energy -15650.9057 eV. Number 9: total energy -75486.4291 eV. Number 10: total energy -10542.8609 eV. Number 11: total energy -12820.8208 eV.